[1]
The following is a quantum chemistry calculation of C5H11N3O in the gas phase at a distorted geometry, from the Open Molecules 2025 dataset.

Results
Molecular weight ... 129.16 g/mol
Maximum force ... 1.12 eV/A
Frontier orbital gap ... 8.445 eV
E ... -11877.3665 eV
Charge ... 0

Each atom is followed by the atoms it is bonded to, with distances in Å.
CARTESIAN COORDINATES (ANGSTROEM)
1 O 1.893 0.435 1.712  C8 1.237
2 N 0.302 -1.967 -0.427  C9 1.328, H12 1.011, H19 1.010
3 N 2.066 0.642 -1.401  C6 1.442, H14 1.014, H18 1.013
4 N -0.183 1.550 -1.099  C6 1.437, H10 1.015, H11 1.016
5 C -0.744 0.173 1.415  C7 1.520, C8 1.888, H15 1.088, H17 1.088
6 C 0.833 0.636 -0.655  N3 1.442, N4 1.437, C8 1.549, C9 1.506
7 C -2.063 -0.284 0.813  C5 1.520, H13 1.089, H16 1.092, H20 1.094
8 C 1.049 0.241 0.827  O1 1.237, C5 1.888, C6 1.549, C9 1.420
9 C 0.473 -0.702 -0.064  N2 1.328, C6 1.506, C8 1.420
10 H 0.120 2.499 -0.903  N4 1.015
11 H -0.317 1.489 -2.105  N4 1.016
12 H -0.337 -2.201 -1.176  N2 1.011
13 H -2.251 0.224 -0.132  C7 1.089
14 H 2.850 0.342 -0.832  N3 1.014
15 H -0.765 1.249 1.573  C5 1.088
16 H -2.096 -1.364 0.654  C7 1.092
17 H -0.513 -0.337 2.348  C5 1.088
18 H 2.033 0.120 -2.269  N3 1.013
19 H 0.527 -2.710 0.220  N2 1.010
20 H -2.876 -0.036 1.502  C7 1.094


[2]
The following is a quantum chemistry calculation of 2 unconnected molecules or ions with the total composition CH5S2 at a distorted geometry, from the Open Molecules 2025 dataset.

Results
Molecular weight ... 81.19 g/mol
Maximum force ... 2.76 eV/A
Frontier orbital gap ... 6.928 eV
E ... -22789.1201 eV
Charge ... -1

Each atom is followed by the atoms it is bonded to, with distances in Å.
CARTESIAN COORDINATES (ANGSTROEM)
1 S 1.563 -0.811 0.412  H5 1.409
2 S -1.521 0.323 0.074  C3 1.792, H7 1.493
3 C -0.280 1.079 -0.975  S2 1.792, H4 1.178, H6 1.114, H8 1.138
4 H -0.713 2.078 -1.425  C3 1.178
5 H 1.462 -1.837 1.373  S1 1.409
6 H 0.631 1.373 -0.404  C3 1.114
7 H -0.415 -0.645 0.337  S2 1.493
8 H 0.038 0.371 -1.807  C3 1.138


Values of energy relative to the best compared isomer or geometry (same formula, charge and spin), in order: 4.4044 0.4891, all in eV.